{"formula": "CH10N2O2", "method": "ωB97M-V/def2-TZVPD", "e_above_lowest_kcal_mol": 4.2, "charge": -1, "spin_multiplicity": 2, "gap_ev": [3.02, 9.83], "s2": 0.75, "symbols": ["N", "C", "N", "H", "H", "H", "H", "H", "H", "H", "H", "O", "H", "H", "O"], "positions_angstrom": [[-2.17491, -0.51063, -0.96575], [-0.89604, -0.95916, -0.46808], [-0.59397, -0.32471, 0.80522], [-2.21280, 0.50558, -0.96781], [-2.31371, -0.79805, -1.92764], [-0.92932, -2.05041, -0.38200], [-0.05659, -0.69977, -1.12609], [0.35796, -0.58708, 1.04702], [-1.27305, -0.55253, 1.51675], [2.63824, -0.51030, -0.03095], [1.99291, 0.55675, 0.80451], [2.32895, -0.36157, 0.87548], [0.76623, 2.76888, 0.02771], [0.05710, 1.36628, 0.02876], [0.89736, 1.82486, -0.19734]], "forces_ev_per_a": [[-0.622, 0.192, 0.061], [0.341, -0.059, 0.134], [-0.319, -0.010, -0.486], [0.175, 0.029, 0.045], [0.079, -0.115, -0.023], [-0.002, -0.108, -0.144], [0.001, -0.066, -0.072], [-0.129, -0.004, 0.410], [0.067, -0.178, 0.077], [-0.039, -0.016, 0.149], [0.011, 0.078, -0.102], [0.222, 0.072, -0.135], [-0.058, -0.162, -0.115], [0.189, 0.335, 0.147], [0.085, 0.012, 0.053]]}



{"formula": "C37H43AsBrN5ORe", "method": "ωB97M-V/def2-TZVPD", "e_above_lowest_kcal_mol": 0.5, "charge": 0, "spin_multiplicity": 2, "gap_ev": [6.14, 6.61], "s2": 0.76, "symbols": ["Re", "Br", "C", "C", "C", "C", "C", "C", "N", "N", "C", "C", "C", "C", "O", "C", "N", "C", "C", "C", "C", "H", "H", "H", "H", "H", "H", "H", "H", "H", "C", "C", "As", "C", "C", "C", "C", "H", "H", "H", "H", "H", "H", "H", "H", "H", "H", "H", "H", "H", "H", "H", "C", "C", "C", "C", "N", "H", "H", "H", "H", "H", "H", "H", "H", "H", "C", "C", "C", "C", "C", "C", "N", "C", "C", "C", "C", "C", "C", "H", "H", "H", "H", "H", "H", "H", "H", "H", "H"], "positions_angstrom": [[0.45884, 0.30100, 0.16206], [0.85114, -3.28595, -6.15762], [-0.83557, -3.38893, -5.30601], [-1.56875, -2.22912, -5.10630], [-2.78793, -2.29623, -4.45289], [-3.26686, -3.52342, -4.00464], [-2.55668, -4.68364, -4.27570], [-1.32420, -4.62097, -4.90709], [-4.54669, -3.69863, -3.36248], [-4.89627, -3.01721, -2.39072], [-4.00916, -2.05493, -1.79612], [-4.46203, -0.76354, -1.69212], [-3.64972, 0.28059, -1.22813], [-2.35672, 0.01482, -0.80753], [-1.50658, 0.91190, -0.39794], [-1.92003, -1.34627, -0.81605], [-0.65389, -1.53709, -0.34387], [-0.16417, -2.76085, -0.34599], [-0.91183, -3.87056, -0.77225], [-2.18454, -3.69859, -1.23388], [-2.72593, -2.39252, -1.29617], [-1.18609, -1.27850, -5.45120], [-3.35657, -1.39209, -4.29014], [-2.97368, -5.63597, -3.97252], [-0.75480, -5.52028, -5.09579], [-5.46753, -0.54971, -2.03575], [-4.01352, 1.29887, -1.20449], [0.84627, -2.87132, 0.02040], [-0.46434, -4.85360, -0.72063], [-2.77727, -4.54826, -1.54380], [-1.10185, -2.34230, 2.98261], [-1.83670, -1.01143, 2.86550], [-0.63551, 0.47024, 2.44191], [0.49741, 0.55516, 4.03700], [-0.13655, 0.13772, 5.36044], [-1.82933, 2.01093, 2.55192], [-2.35468, 2.39388, 3.92784], [-1.79842, -3.15622, 3.19045], [-0.36025, -2.33125, 3.78203], [-0.57566, -2.58128, 2.05997], [-2.38013, -0.77375, 3.78202], [-2.56803, -1.04452, 2.05449], [0.83930, 1.58854, 4.08537], [1.37914, -0.04929, 3.81571], [-1.00585, 0.74411, 5.60642], [0.58669, 0.26100, 6.16883], [-0.45083, -0.90500, 5.36402], [-2.63921, 1.77357, 1.86003], [-1.27416, 2.83376, 2.10321], [-2.89574, 1.57586, 4.40711], [-3.04527, 3.23496, 3.84279], [-1.54734, 2.70517, 4.59176], [4.32190, 0.14790, 0.15596], [3.33196, -0.99540, -0.08495], [3.46845, -1.51433, -1.51812], [3.57853, -2.11988, 0.92264], [2.00556, -0.46397, 0.07883], [5.34307, -0.18905, -0.03424], [4.25832, 0.49381, 1.18907], [4.09565, 0.98613, -0.50501], [4.46975, -1.91676, -1.68479], [3.28943, -0.70434, -2.22641], [2.73852, -2.30339, -1.70961], [4.61671, -2.45275, 0.86673], [2.94106, -2.98154, 0.71691], [3.37948, -1.77277, 1.93789], [1.62483, 4.96276, 3.19845], [2.23751, 3.71923, 3.20735], [2.02367, 2.82273, 2.16648], [1.18799, 3.15331, 1.10493], [0.58495, 4.41463, 1.09597], [0.79777, 5.30627, 2.13344], [0.95374, 2.24720, 0.04563], [1.40270, 2.68410, -1.21884], [0.78559, 2.21525, -2.38452], [1.27937, 2.55572, -3.63477], [2.38103, 3.38964, -3.76104], [2.98080, 3.88471, -2.61065], [2.50358, 3.53962, -1.35614], [1.79192, 5.66146, 4.00794], [2.89509, 3.44483, 4.02401], [2.49968, 1.84942, 2.16004], [-0.05579, 4.67684, 0.26204], [0.31429, 6.27531, 2.11505], [-0.10314, 1.60219, -2.29923], [0.78311, 2.17657, -4.52025], [2.75922, 3.65878, -4.73849], [3.83845, 4.54216, -2.68783], [2.99333, 3.92473, -0.47054]], "forces_ev_per_a": [[-0.148, -0.102, -0.033], [0.008, 0.001, -0.004], [-0.001, 0.001, 0.002], [-0.001, 0.005, 0.007], [-0.023, -0.016, 0.014], [-0.076, -0.003, -0.029], [0.035, -0.021, -0.025], [-0.018, -0.009, 0.002], [0.100, -0.047, -0.069], [-0.023, 0.102, 0.041], [0.023, -0.052, -0.009], [-0.021, 0.078, 0.015], [-0.064, -0.047, 0.019], [0.035, -0.001, -0.030], [0.098, -0.057, 0.013], [0.027, 0.054, 0.011], [0.063, 0.047, -0.027], [-0.015, -0.039, -0.046], [0.044, 0.017, 0.019], [-0.041, 0.018, 0.043], [0.030, -0.069, -0.037], [0.000, -0.002, 0.002], [-0.019, 0.021, 0.028], [0.007, -0.004, -0.009], [-0.001, 0.000, -0.001], [0.006, 0.006, 0.009], [-0.001, 0.000, -0.010], [0.003, -0.008, 0.000], [0.001, 0.005, -0.002], [0.006, 0.017, 0.028], [0.015, -0.012, 0.001], [-0.023, 0.008, -0.011], [-0.010, -0.026, 0.003], [0.016, 0.017, 0.015], [0.009, -0.006, -0.001], [0.003, -0.002, 0.004], [-0.009, -0.003, 0.008], [-0.004, -0.001, -0.002], [-0.002, 0.011, 0.024], [-0.018, 0.012, 0.053], [0.004, -0.002, 0.007], [-0.011, 0.004, 0.003], [-0.006, -0.010, 0.009], [-0.007, -0.020, -0.009], [-0.006, 0.007, -0.001], [-0.002, -0.004, 0.000], [0.002, -0.008, -0.017], [-0.003, -0.012, -0.002], [0.001, 0.027, -0.001], [0.003, 0.001, -0.003], [0.002, -0.002, -0.002], [0.005, 0.000, 0.000], [-0.002, 0.024, -0.003], [-0.010, -0.013, -0.005], [0.003, -0.015, 0.002], [0.006, -0.011, 0.002], [-0.001, 0.044, 0.003], [-0.007, -0.003, -0.003], [-0.003, 0.013, -0.010], [0.000, -0.004, 0.011], [-0.008, -0.003, -0.002], [0.004, -0.005, 0.007], [0.008, 0.001, -0.009], [-0.004, 0.004, 0.000], [-0.019, 0.007, 0.018], [-0.004, 0.002, -0.008], [-0.003, -0.004, 0.012], [-0.005, 0.007, -0.008], [-0.024, -0.008, 0.010], [0.000, -0.022, -0.051], [0.011, 0.028, 0.003], [-0.003, -0.006, -0.015], [0.089, 0.103, 0.055], [-0.038, 0.010, 0.019], [0.008, -0.006, -0.029], [-0.016, -0.016, -0.001], [0.006, 0.015, 0.006], [-0.007, -0.006, -0.008], [0.006, -0.002, 0.001], [0.000, -0.003, -0.002], [-0.002, 0.001, 0.000], [0.016, 0.000, -0.006], [0.005, -0.001, 0.008], [0.002, -0.004, -0.001], [0.001, 0.007, 0.003], [0.005, 0.003, 0.003], [-0.001, -0.001, 0.004], [-0.003, -0.003, 0.002], [0.002, -0.005, -0.008]]}



{"formula": "C5H7Br", "method": "ωB97M-V/def2-TZVPD", "e_above_lowest_kcal_mol": 54.8, "charge": 0, "gap_ev": 9.35, "smiles": "C[C@H]1[C@@H]2C[C@]12Br", "symbols": ["C", "C", "C", "C", "C", "Br", "H", "H", "H", "H", "H", "H", "H"], "positions_angstrom": [[0.27487, -1.83618, 0.30165], [-0.24753, -1.00944, -0.81695], [-0.51635, 0.34227, 0.29287], [0.75247, -0.39840, 0.26911], [-0.55790, 1.80979, -0.09960], [2.46615, 0.30588, -0.08084], [-0.31425, -2.04052, 1.11165], [1.02429, -2.55173, 0.18867], [0.03055, -1.09756, -1.78007], [-1.35655, 0.01588, 1.12015], [0.05611, 2.33487, 0.63698], [-1.53766, 2.15315, -0.14039], [-0.07421, 1.97201, -1.00322]], "forces_ev_per_a": [[1.237, 2.060, -0.902], [-0.299, 2.631, 6.051], [-1.396, -2.166, -0.260], [-1.644, -1.084, -1.085], [1.195, -1.756, 1.632], [-0.081, -0.130, 0.161], [-1.867, -0.655, 1.949], [1.135, -1.132, -0.760], [0.668, 0.257, -3.101], [2.288, 0.742, -1.995], [-0.373, 0.210, 0.157], [-1.653, 0.799, 0.040], [0.790, 0.223, -1.886]]}



{"formula": "C10H24N2NiO2P", "method": "ωB97M-V/def2-TZVPD", "charge": 1, "spin_multiplicity": 3, "gap_ev": [8.09, 6.25], "s2": 2.03, "symbols": ["C", "C", "C", "C", "C", "C", "C", "C", "C", "C", "N", "P", "N", "O", "O", "H", "H", "H", "H", "H", "H", "H", "H", "H", "H", "H", "H", "H", "H", "H", "H", "H", "H", "H", "H", "H", "H", "H", "H", "Ni"], "positions_angstrom": [[-0.44742, -3.06892, 2.23954], [-1.28574, -3.40292, 0.85415], [-0.62765, -2.49059, -0.33892], [-1.70761, -1.74414, -1.32066], [-2.52235, -0.49548, -0.63697], [-2.28126, 0.96063, -1.41731], [-2.23094, 2.24724, -0.40242], [-0.76589, 2.54950, 0.26785], [0.07905, 1.21979, 0.72223], [1.68232, 1.53356, 1.06483], [2.53843, 0.58725, 0.19764], [3.71352, 1.50727, -0.77733], [4.54376, 0.43478, -1.68178], [2.99473, 2.70045, -1.84018], [4.80841, 2.30112, 0.33034], [-0.65606, -3.82585, 3.10821], [-0.78637, -1.99517, 2.60190], [0.71992, -3.00771, 2.01675], [-1.06858, -4.54299, 0.58198], [-2.41717, -3.17836, 1.05140], [0.16374, -1.78596, 0.15986], [-0.00494, -3.23535, -1.03352], [-1.16882, -1.43034, -2.32482], [-2.52369, -2.54601, -1.63260], [-2.27087, -0.33710, 0.50321], [-3.67689, -0.72608, -0.72810], [-1.26572, 0.94712, -2.03542], [-3.13488, 1.09907, -2.23369], [-3.04658, 2.13798, 0.43419], [-2.51327, 3.21139, -1.04704], [-0.08535, 3.22382, -0.40609], [-0.97755, 3.16487, 1.26855], [0.11740, 0.37529, -0.12024], [-0.43794, 0.75943, 1.68950], [1.94760, 2.66415, 0.87895], [1.89312, 1.18524, 2.18593], [4.17978, -0.54175, -1.50171], [2.22472, 2.34268, -2.37150], [4.29910, 3.10244, 0.65066], [1.99791, -1.90034, 1.04261]], "forces_ev_per_a": [[-1.409, 0.736, -0.079], [1.569, -0.217, 0.457], [-0.258, -1.566, -0.965], [-0.216, -0.183, -0.020], [-0.373, 0.710, -0.436], [0.245, -0.070, -0.325], [-0.206, 0.430, -0.764], [0.015, 0.027, 1.018], [0.069, -0.391, 0.047], [-0.505, -0.793, 0.375], [0.368, 2.597, 0.030], [0.840, -1.652, -0.849], [-1.791, 0.363, 1.630], [0.532, -1.945, 2.489], [-4.070, 0.135, -2.419], [0.733, 1.411, -1.753], [0.864, -2.143, -0.655], [-1.598, -0.489, 0.475], [-0.931, 2.516, 0.647], [2.225, -0.510, -0.519], [-1.311, -0.425, -0.820], [-1.260, 1.620, 1.479], [-1.080, -0.461, 2.144], [1.932, 1.454, 0.692], [-0.416, -0.540, -2.235], [2.386, 0.477, 0.398], [-2.013, -0.103, 1.320], [1.797, -0.216, 1.889], [1.612, 0.145, -1.595], [0.561, -2.075, 1.533], [-1.376, -1.349, 1.052], [0.596, -1.203, -2.227], [-0.338, 1.987, 1.737], [1.140, 0.882, -2.072], [-0.626, -2.158, 0.567], [-0.366, 1.135, -2.311], [0.537, 1.479, -0.145], [1.351, 0.127, 0.953], [1.086, -0.800, -0.235], [-0.314, 1.058, -0.509]]}



{"formula": "C16H15N3OS", "method": "ωB97M-V/def2-TZVPD", "e_above_lowest_kcal_mol": 16.9, "charge": 0, "gap_ev": 8.91, "smiles": "Cc1nc(SCc2cccc(Oc3ccccc3)c2)n[nH]1", "symbols": ["C", "C", "N", "C", "N", "N", "H", "S", "C", "C", "C", "C", "C", "C", "C", "H", "H", "H", "O", "C", "C", "C", "C", "C", "C", "H", "H", "H", "H", "H", "H", "H", "H", "H", "H", "H"], "positions_angstrom": [[2.97159, 0.95116, 2.45234], [2.39460, 1.35092, 1.15095], [2.44067, 0.66204, 0.03546], [1.77285, 1.43498, -0.85667], [1.32257, 2.56393, -0.35100], [1.72590, 2.50446, 0.93449], [1.51416, 3.25955, 1.56678], [1.52239, 0.96416, -2.50320], [1.99473, -0.80267, -2.36331], [1.25924, -1.50617, -1.26574], [-0.09127, -1.26696, -1.06622], [-0.76165, -1.86728, -0.00820], [-0.09249, -2.76473, 0.81684], [1.24590, -3.02713, 0.59291], [1.92761, -2.38997, -0.42856], [2.98107, -2.57276, -0.57446], [1.76744, -3.72015, 1.23632], [-0.63065, -3.23588, 1.62432], [-2.09373, -1.65214, 0.23269], [-2.62680, -0.40750, 0.00892], [-3.97133, -0.34550, -0.34184], [-4.57749, 0.88205, -0.53094], [-3.85242, 2.05230, -0.37917], [-2.51788, 1.98989, -0.01605], [-1.90520, 0.76806, 0.18849], [-0.86738, 0.72179, 0.48456], [-1.94211, 2.89506, 0.10589], [-4.32562, 3.00887, -0.54085], [-5.62081, 0.92335, -0.80674], [-4.52085, -1.26630, -0.46132], [-0.61991, -0.58813, -1.72070], [1.75185, -1.21966, -3.34228], [3.07081, -0.84782, -2.20291], [3.32326, -0.07330, 2.37970], [2.22205, 1.02286, 3.23869], [3.80890, 1.59862, 2.71081]], "forces_ev_per_a": [[0.052, 0.048, 0.110], [-0.207, 0.344, -0.018], [0.375, -0.138, 0.177], [0.054, 0.332, 0.727], [-0.419, 0.292, -0.547], [0.275, -0.462, -0.012], [0.034, -0.114, -0.072], [0.008, -0.174, -0.642], [0.024, 0.577, 0.013], [-0.201, -0.376, 0.135], [-0.208, -0.147, 0.010], [0.539, -0.167, -0.088], [-0.355, 0.202, 0.007], [0.087, 0.002, -0.059], [-0.085, -0.069, -0.138], [0.139, 0.021, 0.001], [0.037, -0.063, 0.061], [-0.069, -0.043, 0.094], [-0.136, -0.138, 0.045], [-0.255, 0.429, -0.007], [0.263, -0.245, 0.036], [0.002, 0.054, -0.009], [-0.069, 0.131, -0.012], [-0.063, 0.016, -0.015], [0.131, -0.264, 0.110], [0.078, 0.027, -0.017], [0.067, 0.073, 0.004], [-0.045, 0.081, -0.015], [-0.082, -0.006, -0.021], [-0.050, -0.106, -0.018], [-0.004, 0.057, 0.010], [0.066, 0.040, -0.005], [-0.053, -0.122, -0.041], [0.002, -0.024, 0.028], [0.017, -0.044, 0.094], [0.054, -0.023, 0.073]]}



{"formula": "C2H3NS3", "method": "ωB97M-V/def2-TZVPD", "e_above_lowest_kcal_mol": 31.7, "charge": 0, "gap_ev": [8.06, 8.06], "symbols": ["C", "C", "N", "S", "S", "S", "H", "H", "H"], "positions_angstrom": [[2.33545, -1.37606, -1.30620], [-0.55339, 1.05316, 0.79166], [-1.69828, 0.46718, 0.60124], [1.73272, -1.41748, -2.73203], [2.89864, -1.33725, 0.13901], [-2.04241, -0.89100, -0.24421], [0.32793, 0.63597, 0.33854], [-0.49118, 1.95229, 1.37734], [-2.50947, 0.91319, 1.03465]], "forces_ev_per_a": [[-0.201, -0.015, -0.135], [-0.627, -0.220, -0.120], [0.738, 1.393, 0.784], [0.129, 0.018, 0.200], [0.028, 0.013, -0.048], [-0.268, -1.129, -0.714], [0.082, -0.204, -0.093], [-0.178, 0.141, 0.137], [0.296, 0.003, -0.012]]}



How do the records compare in strongest force on any atom? In the order shown, they have 0.0127 0.0036 0.1285 0.0921 0.0156 0.0342 Eh/bohr.
How do the records compare in molar mass? In the order shown, they have 82.10 914.82 147.02 293.98 297.38 137.25 g mol⁻¹.
How do the records compare in E_tot? In the order shown, they have -8273.397 -181575.846 -75337.442 -68152.232 -34188.497 -36116.752 eV.